C15H21CrO18 as an isolated structure. Source: the OMol25 dataset; level of theory: the ωB97M-V functional and the def2-TZVPD basis.

Results
- expectation value of S² = 6.006
- total charge = -1
- Kohn-Sham gap (spin up / spin down) (eV) = 4.95 / 5.25
- energy relative to the best compared isomer or geometry (same formula, charge and spin) (eV) = 1.824
- highest occupied orbital energy (spin up / spin down) (eV) = -3.66 / -3.95
- multiplicity = 5

Last column: Mulliken charge in e.
CARTESIAN COORDINATES (ANGSTROEM)
Cr (-2.0152, -0.6854, -0.8001)  1.295
O (-4.4504, 0.8709, 2.3368)  -0.560
C (-4.4653, 0.2295, 1.1308)  0.524
O (-5.5003, -0.1798, 0.6359)  -0.611
O (-3.2942, 0.1397, 0.5930)  -0.629
H (-3.5209, 1.1216, 2.4269)  0.322
O (-3.2718, -4.6294, -1.8663)  -0.559
C (-3.8503, -3.5009, -1.3460)  0.505
O (-5.0723, -3.4005, -1.3748)  -0.646
O (-3.0453, -2.5565, -1.0157)  -0.429
H (-2.3556, -4.5442, -1.5609)  0.311
O (-3.8499, 1.1008, -4.3327)  -0.532
C (-3.9546, 0.2963, -3.2307)  0.521
O (-2.8814, 0.0765, -2.5728)  -0.482
O (-5.0557, -0.1795, -2.9517)  -0.619
H (-2.8748, 1.1996, -4.2910)  0.291
C (3.5719, 0.2852, -2.9374)  -1.416
C (2.1653, 0.1220, -3.4902)  0.437
C (1.9752, -1.1016, -4.3802)  -0.486
O (0.8878, -1.7823, -3.7862)  -0.338
C (0.5557, -1.2458, -2.6299)  0.254
O (-0.2810, -1.6181, -1.8674)  -0.376
O (1.2219, -0.0696, -2.4539)  0.029
H (4.2402, -0.1138, -3.7087)  0.434
H (3.8125, -0.4165, -2.1327)  0.340
H (3.8145, 1.2941, -2.6176)  0.245
H (1.9933, 1.0227, -4.0853)  0.234
H (2.8288, -1.7805, -4.3322)  0.293
H (1.8378, -0.7321, -5.3940)  0.327
C (0.2250, -1.0902, 5.2072)  -1.639
C (0.6700, -0.4973, 3.8608)  0.893
C (1.7561, -1.3539, 3.1732)  -0.404
O (1.1171, -1.7568, 1.9606)  -0.348
C (-0.1238, -1.2475, 1.8862)  0.523
O (-0.8210, -1.4024, 0.9367)  -0.301
O (-0.4178, -0.5451, 2.9719)  -0.249
H (-0.6403, -0.5454, 5.5778)  0.365
H (1.0412, -1.0827, 5.9321)  0.417
H (-0.0103, -2.1461, 5.0613)  0.384
H (1.0072, 0.5161, 4.0767)  -0.080
H (2.0592, -2.2715, 3.6708)  0.333
H (2.5808, -0.6547, 3.0243)  0.232
C (2.4449, 2.7256, 2.5857)  -1.381
C (1.5404, 3.1336, 1.4464)  0.434
C (2.1709, 3.0206, 0.0674)  -0.641
O (1.3464, 2.1321, -0.6472)  -0.166
C (0.3419, 1.7439, 0.1199)  0.539
O (-0.6010, 1.1583, -0.3227)  -0.275
O (0.3998, 2.2718, 1.3828)  -0.281
H (3.4404, 3.1760, 2.5544)  0.442
H (2.6750, 1.6584, 2.5322)  0.190
H (2.0063, 2.9559, 3.5557)  0.364
H (1.1507, 4.1493, 1.5528)  0.299
H (3.2084, 2.7051, 0.2159)  0.340
H (2.2669, 4.0247, -0.3479)  0.328

Atomic forces in eV per Å
-2.7285 -0.2793 -0.0004
0.1748 0.3964 0.6566
-0.6613 -1.3427 -2.6453
0.2860 0.6145 1.2485
1.2668 0.3532 0.2726
-0.1021 -0.0310 0.0912
0.9051 -0.7652 0.4794
-1.9819 2.8489 -0.5544
0.7123 -1.0923 0.2119
0.9871 -1.0850 0.3884
-0.0848 -0.0565 -0.3738
1.8679 0.2256 -0.0065
-3.2861 -2.2846 2.0176
1.9269 0.7012 -0.2108
1.0187 0.9801 -0.8513
-0.5455 0.4837 -0.6061
0.4256 -1.2377 -0.1219
0.9609 0.3996 0.2486
0.8926 0.1947 0.4959
-0.3658 -1.0437 -0.8720
-0.5821 2.0390 0.2852
0.1898 -0.4655 -0.2871
-0.1305 -0.1976 0.1528
0.2412 0.8095 -0.2121
-0.5479 0.1365 0.2978
0.0429 0.0195 -0.1768
-0.7306 0.0528 0.3508
0.0640 0.0757 -0.1858
-0.6391 -0.7148 -0.1405
0.2604 -0.2605 -0.5352
0.1538 -1.3326 2.0328
-0.6346 0.7731 -0.1293
0.9017 0.0386 -0.0456
-0.1360 0.0392 -0.8647
0.1189 -0.1668 0.2947
-0.5286 0.6870 0.0237
0.0119 -0.0965 0.1400
-0.0045 0.3301 0.0179
-0.3328 0.0631 -0.0042
-0.1680 0.2096 -0.6641
0.0516 0.2269 0.3745
0.4058 -0.6184 -0.5799
0.3753 -0.2026 0.2531
-0.3043 0.4122 0.3822
1.1328 0.7083 0.9424
1.5708 0.5811 -0.3651
-2.7310 0.2050 -0.1377
0.9681 0.0172 0.7448
0.5093 -0.5815 -0.7456
-0.2166 0.4628 -0.1806
-0.3485 -0.0995 -0.0467
-0.0534 -0.0802 -0.0180
0.0547 -0.0885 0.3928
-0.1328 -0.7274 -0.5592
-0.5005 -0.2348 -0.6754